{"formula": "C6H14O", "method": "the ωB97M-V functional and the def2-TZVPD basis", "symbols": ["C", "O", "C", "C", "C", "C", "C", "H", "H", "H", "H", "H", "H", "H", "H", "H", "H", "H", "H", "H", "H"], "coordinates": [[2.4700, -1.2400, -0.8339], [1.1574, -1.1368, -0.4775], [0.8614, 0.0831, 0.0208], [-0.6653, 0.2465, 0.2441], [-0.8841, 1.7382, 0.4813], [-1.4180, -0.2166, -1.0092], [-1.2284, -0.5366, 1.4644], [2.5817, 0.0440, -1.4273], [2.5733, -2.2306, -1.3277], [3.1672, -1.1400, 0.0115], [1.7127, 0.8662, -1.0117], [1.4721, 0.3676, 0.8900], [-0.3253, 2.0745, 1.3637], [-1.9436, 1.9610, 0.6451], [-0.5305, 2.3054, -0.3848], [-1.3097, -1.2951, -1.1672], [-1.0271, 0.2962, -1.8934], [-2.4889, 0.0061, -0.9215], [-1.1166, -1.6210, 1.3511], [-2.3081, -0.3357, 1.5779], [-0.7503, -0.2364, 2.4045]], "atomic_forces_ev_per_a": [[0.47, 1.40, -0.83], [-0.15, -0.27, 0.26], [0.56, 1.04, -0.87], [0.20, 0.26, -0.21], [-0.05, 0.17, -0.01], [0.03, 0.03, -0.09], [0.29, 0.02, -0.08], [0.28, -3.09, 0.60], [0.37, 1.05, -0.19], [-0.13, -0.03, -0.15], [-2.29, -0.85, 1.88], [-0.18, -0.10, 0.00], [-0.09, -0.01, -0.13], [0.12, -0.03, -0.03], [-0.09, 0.04, 0.12], [0.03, 0.20, 0.05], [-0.08, -0.05, 0.04], [0.19, 0.01, 0.03], [0.10, 0.19, -0.05], [0.40, 0.04, -0.18], [0.03, -0.03, -0.16]], "lowdin_charge": [-0.137, -0.208, -0.228, -0.580, -0.075, -0.059, -0.049, 0.124, 0.093, 0.077, 0.161, 0.121, 0.085, 0.085, 0.082, 0.083, 0.088, 0.086, 0.082, 0.086, 0.081], "de_lowest_kj_mol": 333.95, "lumo_ev": 0.86, "e_tot_ev": -8493.4311, "orbital_gap_ev": 10.61}

---

{"formula": "C6H14O", "method": "the ωB97M-V functional and the def2-TZVPD basis", "symbols": ["C", "C", "O", "C", "C", "C", "C", "H", "H", "H", "H", "H", "H", "H", "H", "H", "H", "H", "H", "H", "H"], "coordinates": [[-1.4350, -1.2461, -2.0399], [-1.2035, -0.2109, -0.9533], [-1.7824, 0.8558, -0.9624], [-0.2546, -0.6107, 0.1655], [0.1868, 0.5264, 1.0939], [1.3486, 1.3343, 0.5067], [0.5720, -0.0353, 2.4631], [-2.2364, -1.9240, -1.7219], [-0.5426, -1.8518, -2.2284], [-1.7523, -0.7529, -2.9609], [-0.7937, -1.3811, 0.7409], [0.6160, -1.1275, -0.2653], [-0.6719, 1.1993, 1.2103], [1.6701, 2.1101, 1.2111], [1.0746, 1.8282, -0.4304], [2.2152, 0.6871, 0.3115], [0.8740, 0.7670, 3.1453], [1.4155, -0.7330, 2.3752], [-0.2652, -0.5742, 2.9226], [0.8441, 0.6518, -2.6018], [0.2527, 1.0905, -2.4839]], "atomic_forces_ev_per_a": [[-0.02, 0.01, -0.03], [-0.11, 0.18, 0.02], [0.22, -0.44, 0.01], [0.02, 0.02, 0.02], [-0.05, 0.00, 0.03], [-0.01, 0.03, -0.04], [0.01, -0.02, 0.06], [0.10, 0.10, 0.01], [-0.13, 0.12, 0.06], [0.01, -0.04, 0.15], [0.07, 0.09, -0.09], [-0.15, 0.09, 0.04], [0.12, -0.10, 0.02], [-0.07, -0.11, -0.10], [0.02, -0.10, 0.16], [-0.15, 0.08, 0.03], [-0.04, -0.12, -0.09], [-0.12, 0.09, 0.02], [0.13, 0.08, -0.06], [-0.05, 0.11, -0.07], [0.21, -0.07, -0.14]], "lowdin_charge": [-0.039, -0.499, 0.052, -0.131, -0.434, -0.083, -0.089, 0.089, 0.076, 0.082, 0.131, 0.124, 0.132, 0.077, 0.051, 0.083, 0.076, 0.082, 0.076, 0.079, 0.063], "de_lowest_kj_mol": 100.18, "smiles": "CC(=O)CC(C)C.[H][H]", "lumo_ev": 1.03, "e_tot_ev": -8495.8540, "orbital_gap_ev": 10.65}

---

{"formula": "C6H14O", "method": "the ωB97M-V functional and the def2-TZVPD basis", "symbols": ["C", "C", "C", "C", "C", "C", "H", "H", "H", "H", "H", "H", "H", "H", "H", "H", "H", "H", "O", "H", "H"], "coordinates": [[1.0893, -1.9547, -0.9779], [0.3553, -1.6194, 0.0656], [-1.0696, -1.1884, 0.0535], [-1.2207, 0.3408, 0.1052], [-0.6829, 0.9036, 1.4085], [-1.4994, 0.4154, 2.6640], [0.7785, -1.8035, -2.0038], [2.0897, -2.3465, -1.0195], [0.7079, -1.7686, 1.0894], [-1.5876, -1.5946, -0.8135], [-1.5953, -1.6227, 0.9305], [-0.4346, 0.6656, -0.6186], [-2.2235, 0.6562, -0.1536], [-0.6688, 2.0003, 1.3918], [0.3572, 0.6590, 1.6298], [-1.1637, -0.5237, 3.0899], [-2.5568, 0.3448, 2.4989], [-1.2919, 1.1031, 3.5047], [3.5018, 2.5052, -4.6459], [3.9802, 1.7799, -4.2433], [3.1350, 3.0482, -3.9556]], "atomic_forces_ev_per_a": [[0.24, 0.29, -1.01], [0.00, -0.81, 1.00], [-1.11, 0.05, 0.27], [2.55, -0.46, -0.48], [-1.14, 0.00, 1.77], [1.38, 1.03, 0.35], [-0.74, 0.05, -0.03], [0.36, -0.04, 0.90], [0.46, 0.00, -0.33], [0.04, 0.10, -0.23], [0.34, 0.09, -0.40], [-1.16, 0.26, -0.23], [-0.07, 0.27, 0.03], [-0.34, -0.13, -0.09], [0.08, -0.32, -0.53], [0.12, -0.48, -0.43], [-0.59, 0.13, -0.17], [-0.41, -0.01, -0.39], [0.07, -0.09, -0.77], [-0.01, 0.01, 0.28], [-0.06, 0.09, 0.49]], "lowdin_charge": [0.001, -0.208, -0.234, -0.220, -0.258, -0.108, 0.057, 0.045, 0.104, 0.107, 0.109, 0.116, 0.108, 0.099, 0.097, 0.056, 0.060, 0.069, -0.052, 0.029, 0.023], "de_lowest_kj_mol": 141.66, "smiles": "C=CCCCC.O", "lumo_ev": 0.74, "e_tot_ev": -8495.4241, "orbital_gap_ev": 10.46}